No. 1
The following is a quantum chemistry calculation of an isolated molecule of C6H9N, from the Open Molecules 2025 dataset.

HOMO level in eV: -9.556
SMILES: C#CC[C@]1(C)CN1
Frontier orbital gap in eV: 10.586
Charge: 0
ΔE to the lowest compared entry with this formula, charge and spin in kcal/mol: 65.6
DFT total energy in eV: -7855.313

Each line ends with the natural charge from an NBO analysis.
Atoms and positions in Å:
C (-2.698, -0.713, 1.005)  -0.27
C (-1.753, -0.859, 0.271)  0.02
C (-0.580, -0.984, -0.606)  -0.49
C (0.478, 0.065, -0.281)  0.09
C (1.191, -0.131, 1.038)  -0.62
C (0.289, 1.434, -0.809)  -0.26
N (1.241, 0.515, -1.443)  -0.59
H (-3.547, -0.597, 1.646)  0.24
H (-0.146, -1.990, -0.509)  0.24
H (-0.874, -0.862, -1.656)  0.25
H (0.472, -0.247, 1.857)  0.23
H (1.839, 0.721, 1.273)  0.21
H (1.812, -1.035, 1.008)  0.21
H (-0.591, 1.669, -1.403)  0.20
H (0.673, 2.265, -0.220)  0.19
H (2.194, 0.748, -1.170)  0.35



No. 2
The following is a quantum chemistry calculation of a cluster of 3 separate species, C6H9N in total, from the Open Molecules 2025 dataset.

HOMO level in eV: -7.782
Frontier orbital gap in eV: 8.304
Charge: 0
ΔE to the lowest compared entry with this formula, charge and spin in kcal/mol: 135.5
DFT total energy in eV: -7852.283

Each line ends with the natural charge from an NBO analysis.
Atoms and positions in Å:
C (-0.978, 1.334, -0.254)  -0.50
C (-0.134, 0.647, 0.640)  0.19
C (0.088, -0.763, 0.416)  -0.05
C (-0.959, -1.829, 0.452)  -0.63
C (1.351, -0.793, -0.096)  -0.23
C (2.014, 0.531, -0.077)  -0.16
N (1.095, 1.238, 0.735)  -0.55
H (-1.897, 0.862, -0.599)  0.23
H (0.071, 1.162, -1.239)  0.10
H (-1.024, 2.423, -0.227)  0.23
H (-0.579, -2.756, 0.010)  0.23
H (-1.856, -1.525, -0.105)  0.22
H (-1.274, -2.046, 1.480)  0.23
H (1.806, -1.660, -0.567)  0.22
H (1.127, 0.928, -1.267)  0.10
H (1.147, 2.247, 0.699)  0.39



No. 3
The following is a quantum chemistry calculation of an isolated molecule of C6H9N at a distorted geometry, from the Open Molecules 2025 dataset.

HOMO level in eV: -7.686
SMILES: C=CCN1C=C1C
Frontier orbital gap in eV: 8.769
Charge: 0
ΔE to the lowest compared entry with this formula, charge and spin in kcal/mol: 128.3
DFT total energy in eV: -7852.597

Each line ends with the natural charge from an NBO analysis.
Atoms and positions in Å:
C (-2.276, -0.131, -0.041)  -0.40
C (-1.360, 0.641, 0.492)  -0.19
C (-0.296, 1.413, -0.249)  -0.27
N (0.913, 1.015, 0.446)  -0.45
C (2.121, 0.648, -0.248)  -0.07
C (1.369, -0.339, 0.073)  0.14
C (1.136, -1.762, 0.194)  -0.70
H (-2.261, -0.378, -1.113)  0.19
H (-3.288, -0.411, 0.423)  0.21
H (-1.504, 1.147, 1.431)  0.21
H (-0.334, 1.288, -1.308)  0.17
H (-0.488, 2.592, -0.211)  0.20
H (2.936, 1.084, -0.835)  0.22
H (2.135, -2.283, 0.190)  0.24
H (0.476, -2.446, -0.482)  0.25
H (0.720, -2.080, 1.237)  0.24



No. 4
The following is a quantum chemistry calculation of a cluster of 2 separate species, C6H9N in total, from the Open Molecules 2025 dataset.

HOMO level (spin up / spin down) in eV: -7.381 / -7.380
Frontier orbital gap (spin up / spin down) in eV: 7.664 / 7.663
Charge: 0
ΔE to the lowest compared entry with this formula, charge and spin in kcal/mol: 166.8
DFT total energy in eV: -7850.929

Each line ends with the natural charge from an NBO analysis.
Atoms and positions in Å:
C (-1.327, -1.156, -0.697)  -0.04
N (-0.733, -0.193, -0.099)  -0.25
C (0.087, -0.202, 1.122)  -0.16
C (1.443, 0.221, 0.552)  -0.25
C (1.262, 0.509, -0.936)  -0.38
C (-0.125, 1.084, -0.525)  -0.04
C (0.417, 1.257, 0.909)  -0.30
H (-1.971, -0.979, -1.551)  0.19
H (-1.785, -1.923, 1.584)  -0.10
H (-1.149, -2.166, -0.357)  0.22
H (-1.172, -1.509, 1.800)  0.05
H (2.362, -0.043, 1.064)  0.23
H (1.212, -0.339, -1.636)  0.18
H (1.951, 1.270, -1.309)  0.21
H (-0.703, 1.763, -1.154)  0.21
H (0.401, 2.090, 1.601)  0.23



No. 5
The following is a quantum chemistry calculation of an isolated molecule of C6H9N, from the Open Molecules 2025 dataset.

HOMO level in eV: -7.645
SMILES: Cc1c[nH]c(C)c1
Frontier orbital gap in eV: 8.629
Charge: 0
ΔE to the lowest compared entry with this formula, charge and spin in kcal/mol: 47.9
DFT total energy in eV: -7856.080

Each line ends with the natural charge from an NBO analysis.
Atoms and positions in Å:
C (0.049, -2.234, 0.213)  -0.61
C (0.342, -0.976, 1.045)  -0.17
C (-0.639, -0.174, 1.626)  -0.03
N (-0.697, 0.988, 0.903)  -0.51
C (0.252, 0.970, -0.102)  0.10
C (0.206, 1.829, -1.308)  -0.64
C (0.990, -0.151, 0.087)  -0.25
H (-0.847, -2.719, 0.581)  0.21
H (0.894, -2.915, 0.090)  0.21
H (-0.202, -1.895, -0.819)  0.20
H (-1.282, -0.282, 2.498)  0.21
H (-1.369, 1.722, 1.040)  0.41
H (0.140, 2.888, -1.060)  0.21
H (1.114, 1.644, -1.886)  0.23
H (-0.643, 1.571, -1.959)  0.22
H (1.786, -0.544, -0.528)  0.21



No. 6
The following is a quantum chemistry calculation of an isolated molecule of C6H9N, from the Open Molecules 2025 dataset.

HOMO level in eV: -9.504
SMILES: C#CC[C@]1(C)CN1
Frontier orbital gap in eV: 10.537
Charge: 0
ΔE to the lowest compared entry with this formula, charge and spin in kcal/mol: 82.1
DFT total energy in eV: -7854.600

Each line ends with the natural charge from an NBO analysis.
Atoms and positions in Å:
C (2.427, -0.585, 0.209)  -0.28
C (1.666, -0.492, -0.718)  0.02
C (0.399, -0.352, -1.423)  -0.50
C (-0.559, -0.013, -0.188)  0.10
C (-0.618, 1.468, 0.154)  -0.63
C (-0.530, -0.869, 1.016)  -0.25
N (-1.739, -0.779, 0.122)  -0.60
H (3.251, -0.673, 0.871)  0.23
H (0.463, 0.451, -2.178)  0.24
H (0.183, -1.274, -1.991)  0.25
H (0.392, 1.884, 0.137)  0.22
H (-1.018, 1.634, 1.166)  0.21
H (-1.257, 2.022, -0.542)  0.21
H (-0.110, -1.871, 1.010)  0.21
H (-0.424, -0.381, 1.996)  0.20
H (-2.529, -0.171, 0.360)  0.36



No. 7
The following is a quantum chemistry calculation of a structure of composition C6H9N at a distorted geometry, from the Open Molecules 2025 dataset.

HOMO level (spin up / spin down) in eV: -7.805 / -7.804
Frontier orbital gap (spin up / spin down) in eV: 8.132 / 8.131
Charge: 0
ΔE to the lowest compared entry with this formula, charge and spin in kcal/mol: 152.6
DFT total energy in eV: -7851.542

Each line ends with the natural charge from an NBO analysis.
Atoms and positions in Å:
C (0.260, -0.705, 0.627)  0.21
C (-1.076, -1.292, 0.840)  -0.40
C (-1.563, 0.048, 0.167)  0.34
C (-2.885, 0.530, -0.309)  -0.69
C (2.516, 0.232, -0.792)  -0.66
C (2.137, -0.174, 0.585)  -0.29
N (-0.417, 0.543, 0.059)  -0.57
H (-1.468, -2.293, 0.936)  0.21
H (-3.036, 1.392, 0.447)  0.25
H (-3.786, -0.117, -0.108)  0.24
H (-2.953, 1.007, -1.266)  0.25
H (3.417, 0.744, -0.732)  0.22
H (1.671, 0.773, -1.065)  0.24
H (2.651, -0.514, -1.513)  0.21
H (1.800, 0.793, 1.070)  0.24
H (2.731, -0.967, 1.054)  0.22



No. 8
The following is a quantum chemistry calculation of an isolated molecule of C6H9N, from the Open Molecules 2025 dataset.

HOMO level in eV: -7.828
SMILES: Cc1c[nH]c(C)c1
Frontier orbital gap in eV: 8.878
Charge: 0
ΔE to the lowest compared entry with this formula, charge and spin in kcal/mol: 2.1
DFT total energy in eV: -7858.067

Each line ends with the natural charge from an NBO analysis.
Atoms and positions in Å:
C (-2.557, -0.431, -0.274)  -0.62
C (-1.153, 0.006, 0.019)  -0.09
C (-0.696, 1.288, 0.189)  -0.09
N (0.674, 1.245, 0.291)  -0.51
C (1.110, -0.051, 0.184)  0.13
C (2.556, -0.403, 0.052)  -0.64
C (-0.004, -0.840, 0.040)  -0.30
H (-3.228, 0.428, -0.370)  0.21
H (-2.961, -1.097, 0.497)  0.21
H (-2.586, -0.980, -1.223)  0.21
H (-1.233, 2.226, 0.241)  0.21
H (1.272, 2.047, 0.404)  0.41
H (3.197, 0.130, 0.763)  0.21
H (2.695, -1.476, 0.211)  0.23
H (2.914, -0.172, -0.959)  0.22
H (0.001, -1.919, -0.065)  0.21



No. 9
The following is a quantum chemistry calculation of an isolated molecule of C6H9N at a distorted geometry, from the Open Molecules 2025 dataset.

HOMO level in eV: -7.772
SMILES: Cc1cc[nH]c1C
Frontier orbital gap in eV: 8.793
Charge: 0
ΔE to the lowest compared entry with this formula, charge and spin in kcal/mol: 52.9
DFT total energy in eV: -7855.864

Each line ends with the natural charge from an NBO analysis.
Atoms and positions in Å:
C (-0.088, 0.922, -1.783)  -0.63
C (-0.229, 0.669, -0.300)  -0.14
C (-1.339, 1.089, 0.500)  -0.29
C (-1.563, 0.109, 1.452)  -0.08
N (-0.490, -0.851, 1.359)  -0.56
C (0.349, -0.417, 0.283)  0.15
C (1.724, -1.090, 0.320)  -0.66
H (0.057, -0.068, -2.426)  0.22
H (0.792, 1.671, -1.946)  0.21
H (-1.109, 1.381, -2.138)  0.22
H (-1.791, 2.186, 0.345)  0.24
H (-2.400, -0.267, 2.027)  0.21
H (-0.421, -1.832, 1.655)  0.41
H (2.445, -0.425, 0.880)  0.23
H (1.850, -2.140, 0.551)  0.22
H (2.211, -0.938, -0.777)  0.22



No. 10
The following is a quantum chemistry calculation of a structure of composition C6H9N at a distorted geometry, from the Open Molecules 2025 dataset.

HOMO level in eV: -8.206
Frontier orbital gap in eV: 9.256
Charge: 0
ΔE to the lowest compared entry with this formula, charge and spin in kcal/mol: 136.7
DFT total energy in eV: -7852.234

Each line ends with the natural charge from an NBO analysis.
Atoms and positions in Å:
C (2.700, 0.874, 0.469)  -0.58
C (1.878, 0.008, -0.071)  0.00
C (1.263, -0.846, -0.837)  -0.27
C (-0.259, -1.112, -0.834)  -0.25
N (-0.973, -0.530, 0.308)  -0.40
C (-2.381, -0.197, 0.114)  -0.26
C (-1.354, 0.868, 0.201)  -0.26
H (2.722, 1.852, 0.014)  0.23
H (2.425, -1.201, -0.419)  0.37
H (3.377, 0.611, 1.269)  0.23
H (-0.667, -0.700, -1.784)  0.19
H (-0.490, -2.178, -0.872)  0.22
H (-3.040, -0.395, 0.959)  0.21
H (-2.838, -0.367, -0.863)  0.19
H (-1.115, 1.397, -0.723)  0.19
H (-1.246, 1.463, 1.106)  0.21



Look up the DFT total energy of the second one. -7852.283 eV



Copy entry 3 word for word.
The following is a quantum chemistry calculation of an isolated molecule of C6H9N at a distorted geometry, from the Open Molecules 2025 dataset.

HOMO level in eV: -7.686
SMILES: C=CCN1C=C1C
Frontier orbital gap in eV: 8.769
Charge: 0
ΔE to the lowest compared entry with this formula, charge and spin in kcal/mol: 128.3
DFT total energy in eV: -7852.597

Each line ends with the natural charge from an NBO analysis.
Atoms and positions in Å:
C (-2.276, -0.131, -0.041)  -0.40
C (-1.360, 0.641, 0.492)  -0.19
C (-0.296, 1.413, -0.249)  -0.27
N (0.913, 1.015, 0.446)  -0.45
C (2.121, 0.648, -0.248)  -0.07
C (1.369, -0.339, 0.073)  0.14
C (1.136, -1.762, 0.194)  -0.70
H (-2.261, -0.378, -1.113)  0.19
H (-3.288, -0.411, 0.423)  0.21
H (-1.504, 1.147, 1.431)  0.21
H (-0.334, 1.288, -1.308)  0.17
H (-0.488, 2.592, -0.211)  0.20
H (2.936, 1.084, -0.835)  0.22
H (2.135, -2.283, 0.190)  0.24
H (0.476, -2.446, -0.482)  0.25
H (0.720, -2.080, 1.237)  0.24